Formula: C31H89I2O14PS12Si2
Source: the Open Molecules 2025 dataset
Level of theory: ωB97M-V with the def2-TZVPD basis set

XYZ file:
```
151
Properties=species:S:1:pos:R:3:forces:R:3
C -4.624 5.362 1.285 -0.0616 -0.0332 0.0333
C -3.315 5.804 0.676 -0.1426 -0.4297 -0.1609
O -2.424 4.682 0.605 0.1491 0.2647 0.0320
Si -0.833 5.070 0.466 0.7147 0.4585 0.2163
O 0.158 3.771 0.647 -0.9328 -0.2397 0.1627
Si -0.459 2.217 0.759 0.3058 0.4129 -0.2018
C -1.057 1.744 2.484 -0.0788 -0.0005 0.3372
I -1.688 3.204 3.860 0.0755 -0.0987 -0.3444
C -1.030 0.446 2.780 -0.2249 0.1320 0.3206
C -0.555 -0.577 1.803 0.0006 -0.6094 0.2158
I -1.624 -0.420 4.620 0.1034 0.3013 -0.1348
P -2.023 1.676 -0.675 -0.2588 -1.4276 -0.4130
C -3.710 1.713 0.088 0.4010 0.5227 -0.0778
C -1.930 2.724 -2.192 -0.3568 0.6066 1.0562
H -5.459 5.871 0.819 -0.2173 0.1705 -0.0002
H -4.761 4.300 1.129 -0.0409 -0.2269 -0.1491
H -4.647 5.545 2.350 -0.0302 0.0308 0.2962
H -3.475 6.175 -0.335 0.0245 0.0855 -0.2342
H -2.875 6.612 1.256 0.1757 0.1637 0.1100
H -0.565 5.711 -0.841 -0.0655 -0.0951 -0.1056
H -0.501 6.056 1.520 -0.0289 0.0110 0.0096
H 0.694 1.338 0.503 0.1146 0.1901 -0.0703
H -0.727 -1.578 2.171 -0.0944 -0.2540 0.1203
H -1.074 -0.496 0.856 0.0467 0.1639 -0.3285
H 0.514 -0.480 1.658 0.2674 0.0012 -0.2208
H -3.672 2.060 1.113 0.0504 0.0227 0.2914
H -4.104 0.709 0.065 -0.1301 -0.2931 0.0566
H -4.404 2.356 -0.439 -0.0853 0.1969 -0.2148
H -0.974 3.229 -2.172 0.3825 -0.0223 -0.3248
H -2.076 2.173 -3.105 0.1404 -0.3386 -0.1809
H -2.681 3.501 -2.112 -0.2430 0.2257 -0.0646
C -6.994 -3.330 5.505 -0.0239 -0.0945 0.0558
S -6.248 -1.777 4.991 -0.0433 0.0774 0.0637
O -5.610 -2.020 3.674 0.0711 -0.0816 -0.0996
C -4.940 -1.789 6.222 0.0913 -0.0399 0.1402
H -7.820 -3.541 4.831 0.0001 0.0379 -0.0282
H -6.254 -4.128 5.444 0.0302 0.0311 -0.0279
H -7.369 -3.232 6.524 -0.0121 0.0142 -0.0030
H -4.341 -2.693 6.110 -0.0201 -0.0083 -0.0605
H -5.375 -1.742 7.221 -0.0387 0.0132 -0.0170
H -4.315 -0.913 6.058 -0.0717 0.0244 -0.0553
C 2.484 -0.588 -2.143 0.0654 0.4635 -0.1226
S 1.657 0.961 -2.492 0.3118 -0.1391 0.0190
O 0.207 0.654 -2.627 -0.0506 -0.0124 -0.1773
C 2.307 1.165 -4.157 -0.0180 0.0683 -0.1210
H 2.176 -0.930 -1.155 0.0348 0.1948 -0.2565
H 2.195 -1.329 -2.889 -0.0594 0.0174 -0.0605
H 3.563 -0.430 -2.157 0.0285 0.0298 -0.0110
H 2.030 0.303 -4.764 -0.0257 -0.0286 0.0391
H 3.391 1.269 -4.112 -0.0019 0.0049 0.0229
H 1.871 2.068 -4.580 -0.0176 0.0234 0.0042
C 1.788 -4.665 -1.457 0.0367 -0.0319 0.1246
S 0.962 -3.439 -0.447 -0.4338 -0.1300 -0.0025
O 1.969 -2.384 -0.116 0.0888 -0.5643 0.6157
C 0.769 -4.470 1.004 0.0916 -0.1313 0.0948
H 2.034 -4.204 -2.408 -0.0286 0.0529 -0.0319
H 2.701 -4.994 -0.960 0.0061 0.0572 0.0288
H 1.116 -5.506 -1.627 -0.0468 0.0424 -0.0529
H 1.750 -4.804 1.343 0.0332 0.0681 -0.0325
H 0.130 -5.315 0.753 -0.0890 0.0857 -0.0294
H 0.293 -3.873 1.780 -0.0241 0.0258 -0.0269
C 3.965 -7.875 -3.850 0.0251 -0.1101 0.0141
S 3.106 -6.310 -4.038 0.1798 -0.0040 -0.1077
O 1.656 -6.617 -4.171 -0.0756 -0.0074 0.0043
C 3.729 -5.955 -5.681 0.0086 -0.0094 -0.0479
H 3.681 -8.299 -2.889 -0.0272 0.0303 0.0131
H 3.672 -8.550 -4.653 -0.0321 0.0339 -0.0179
H 5.040 -7.701 -3.870 0.0002 0.0198 0.0025
H 3.458 -6.759 -6.363 0.0067 -0.0117 -0.0001
H 4.811 -5.844 -5.647 0.0085 -0.0080 -0.0289
H 3.280 -5.024 -6.019 -0.0274 0.0156 0.0413
C -6.666 3.504 -4.163 -0.0735 -0.0263 -0.0763
S -5.580 3.829 -2.770 0.0515 0.0591 -0.1651
O -6.245 3.285 -1.560 -0.1070 0.0344 0.0890
C -5.839 5.607 -2.760 -0.0277 0.1068 0.0022
H -6.689 2.428 -4.323 0.0266 -0.0172 0.0331
H -7.668 3.866 -3.937 0.0094 -0.0025 0.0504
H -6.271 3.998 -5.051 0.0254 -0.0099 0.0022
H -6.900 5.821 -2.634 -0.0100 -0.0466 0.0218
H -5.472 6.032 -3.695 0.0261 -0.0068 0.0028
H -5.278 6.022 -1.925 0.0196 -0.0366 0.0153
C -4.816 -4.889 -0.352 -0.0876 -0.0520 0.1016
S -3.161 -4.372 -0.812 0.0007 0.1045 -0.1840
O -2.206 -5.258 -0.084 0.0671 -0.0209 0.1392
C -3.201 -2.805 0.064 0.0397 0.0445 0.1043
H -4.984 -5.878 -0.772 0.0373 -0.0026 -0.0369
H -4.898 -4.926 0.734 0.0428 0.0246 0.0037
H -5.537 -4.186 -0.768 0.0218 0.0052 -0.0388
H -3.394 -2.979 1.123 -0.0299 -0.0351 -0.0049
H -3.976 -2.172 -0.366 0.0116 0.0028 -0.0294
H -2.229 -2.331 -0.065 -0.0015 -0.0248 -0.0883
C 0.411 5.601 7.859 0.0423 0.0410 0.0056
S -0.009 4.123 8.780 -0.1245 0.0218 -0.0543
O 0.995 3.987 9.877 0.0413 0.0483 0.0381
C 0.446 2.966 7.491 0.0717 -0.0960 -0.0494
H 0.237 6.461 8.503 -0.0270 -0.0271 0.0406
H 1.457 5.571 7.562 0.0014 -0.0176 -0.0217
H -0.224 5.673 6.977 0.0159 0.0008 -0.0202
H 1.493 3.109 7.223 0.0046 0.0491 0.0290
H -0.196 3.128 6.625 0.0020 -0.0284 0.0014
H 0.299 1.958 7.873 -0.0355 0.0115 0.0381
C 1.230 9.769 4.777 -0.0777 0.0802 -0.0132
S 2.466 8.673 5.482 0.1099 0.0730 -0.0632
O 1.807 7.360 5.692 -0.0979 -0.0708 0.0632
C 2.543 9.482 7.085 -0.0251 0.0628 0.0853
H 1.001 9.410 3.777 0.0299 -0.0402 -0.0036
H 0.331 9.749 5.392 0.0178 -0.0404 0.0227
H 1.634 10.780 4.720 0.0163 -0.0029 -0.0113
H 1.553 9.482 7.542 -0.0154 -0.0295 -0.0346
H 2.908 10.501 6.959 0.0177 -0.0028 -0.0077
H 3.236 8.920 7.707 0.0162 -0.0338 -0.0300
C -2.322 -4.156 -5.653 0.0044 -0.0355 -0.1178
S -3.003 -3.042 -4.421 0.1896 0.0540 0.1673
O -4.471 -3.275 -4.383 -0.1189 -0.0082 -0.0416
C -2.734 -1.533 -5.360 -0.0037 0.0543 -0.1260
H -2.430 -5.172 -5.279 0.0007 0.0054 0.0503
H -2.870 -4.046 -6.589 -0.0352 0.0203 0.0229
H -1.265 -3.933 -5.797 0.0128 -0.0129 0.0374
H -3.255 -1.598 -6.315 -0.0296 -0.0451 0.0146
H -1.665 -1.391 -5.514 0.0100 0.0140 0.0558
H -3.131 -0.705 -4.777 0.0141 -0.0215 0.0621
C -0.677 3.397 12.741 -0.1522 0.0555 -0.1787
S 0.343 3.837 14.145 0.0676 -0.0495 -0.0633
O -0.378 3.402 15.370 -0.0702 0.0267 0.0678
C 0.098 5.610 13.992 -0.0129 0.1309 -0.0338
H -0.700 2.312 12.667 0.0559 -0.0158 0.0432
H -1.690 3.774 12.893 0.0173 0.0007 0.1061
H -0.242 3.816 11.832 0.1002 -0.0790 0.0039
H -0.967 5.838 14.054 -0.0094 -0.0497 0.0175
H 0.508 5.947 13.040 0.0168 -0.0258 -0.0052
H 0.626 6.092 14.812 0.0149 -0.0354 0.0231
C 4.893 -5.827 -10.961 -0.1451 0.0554 -0.0232
S 5.980 -5.596 -9.546 0.0273 -0.1052 -0.1460
O 5.303 -6.231 -8.380 -0.1039 0.0511 0.0958
C 5.705 -3.826 -9.400 -0.0726 0.1011 0.0085
H 4.881 -6.889 -11.198 0.0359 -0.0193 0.0266
H 3.884 -5.493 -10.714 0.0186 -0.0058 0.0390
H 5.285 -5.267 -11.810 0.0286 -0.0139 -0.0046
H 4.642 -3.627 -9.264 0.0000 -0.0495 0.0065
H 6.076 -3.330 -10.296 0.0324 -0.0054 0.0016
H 6.261 -3.475 -8.533 0.0369 -0.0375 0.0055
C 10.727 -7.629 -8.308 0.0833 -0.0772 -0.0086
S 9.794 -6.106 -8.132 -0.0140 -0.0108 0.1037
O 9.139 -5.845 -9.440 0.1367 0.0592 -0.0569
C 11.223 -5.021 -8.033 0.1098 0.0255 -0.0032
H 10.015 -8.442 -8.430 -0.0438 0.0237 0.0046
H 11.368 -7.565 -9.187 -0.0265 0.0395 -0.0159
H 11.323 -7.795 -7.411 -0.0151 -0.0002 0.0140
H 11.831 -5.135 -8.930 -0.0366 -0.0225 -0.0227
H 11.803 -5.266 -7.143 -0.0152 0.0028 0.0143
H 10.861 -3.998 -7.962 -0.0464 -0.0050 0.0022
```
Positions in Å, forces in eV/Å.

Summary:
* total charge: 0
* Kohn-Sham gap: 7.184 eV
* HOMO: -6.98 eV
* molecular weight: 1411.8 u
* energy: -233516.632 eV
* 2S+1: 1

Löwdin population analysis, charges in e, atoms 1 to 4: C -0.0585; C -0.3150; O -0.3361; Si 0.3610